[1]
C27H53NO4 | the ωB97M-V functional and the def2-TZVPD basis

Output
SMILES string = CCOCCCCC[C@H]1OC(=O)C[C@@]1(CCCCN)CCCCCCCCCCCOC
Energy = -38537.592 eV
LUMO level = 0.6 eV
Highest occupied orbital energy = -9.464 eV

Structure (ORCA input):
```
! RIJCOSX wB97M-V def2-TZVPD def2/J DEFGRID3
* xyz 0 1
C 3.605 -6.544 1.748
C 3.690 -5.045 1.536
O 4.946 -4.723 0.959
C 5.581 -3.600 1.527
C 4.929 -2.241 1.191
C 4.095 -2.235 -0.098
C 4.296 -0.988 -0.956
C 4.037 0.337 -0.206
C 2.995 1.222 -0.851
O 1.884 0.425 -1.353
C 0.917 1.297 -1.731
O 0.059 0.995 -2.497
C 1.185 2.623 -1.066
C 2.288 2.317 -0.044
C 3.126 3.581 0.261
C 4.366 3.876 -0.603
C 4.108 4.641 -1.914
C 4.234 3.852 -3.229
N 5.366 2.928 -3.337
C 1.679 1.802 1.283
C 0.358 1.012 1.294
C -0.929 1.858 1.271
C -2.076 1.295 2.129
C -3.190 0.578 1.341
C -4.609 0.801 1.904
C -5.453 -0.482 2.083
C -6.901 -0.316 1.621
C -7.077 -0.391 0.093
C -8.415 -0.997 -0.366
C -8.281 -2.269 -1.220
O -9.241 -2.311 -2.259
C -8.723 -2.206 -3.566
H 3.505 -7.051 0.788
H 2.745 -6.785 2.374
H 4.517 -6.903 2.224
H 3.551 -4.504 2.479
H 2.890 -4.718 0.861
H 5.617 -3.720 2.617
H 6.611 -3.617 1.170
H 4.337 -1.894 2.039
H 5.742 -1.516 1.076
H 4.339 -3.114 -0.697
H 3.031 -2.325 0.142
H 5.324 -0.997 -1.332
H 3.648 -1.054 -1.829
H 4.970 0.903 -0.159
H 3.766 0.132 0.832
H 3.423 1.725 -1.726
H 0.299 3.119 -0.682
H 1.569 3.273 -1.863
H 2.449 4.435 0.159
H 3.434 3.569 1.307
H 4.914 2.954 -0.798
H 5.034 4.481 0.013
H 4.794 5.488 -1.972
H 3.103 5.072 -1.870
H 3.319 3.283 -3.416
H 4.321 4.574 -4.043
H 6.153 3.231 -2.776
H 5.121 1.997 -3.028
H 1.538 2.671 1.933
H 2.438 1.190 1.779
H 0.335 0.265 0.502
H 0.354 0.436 2.224
H -0.703 2.887 1.562
H -1.291 1.913 0.240
H -1.672 0.618 2.884
H -2.531 2.126 2.675
H -3.158 0.909 0.302
H -2.991 -0.496 1.356
H -4.551 1.316 2.864
H -5.155 1.461 1.225
H -5.447 -0.773 3.135
H -4.997 -1.292 1.508
H -7.294 0.636 1.991
H -7.516 -1.093 2.084
H -6.242 -0.967 -0.316
H -6.991 0.615 -0.323
H -9.037 -1.222 0.502
H -8.978 -0.284 -0.971
H -7.267 -2.334 -1.629
H -8.431 -3.157 -0.599
H -9.465 -2.617 -4.249
H -7.798 -2.778 -3.677
H -8.526 -1.163 -3.837
*
```

---

[2]
C27H54AsF6O27Rb | the ωB97M-V functional and the def2-TZVPD basis

Output
Energy = -161960.580 eV
LUMO level = -0.5 eV
Highest occupied orbital energy = -10.237 eV
Energy relative to the best compared isomer or geometry (same formula, charge and spin) = 0.0 kcal/mol

Structure (ORCA input):
```
! RIJCOSX wB97M-V def2-TZVPD def2/J DEFGRID3
* xyz 0 1
Rb -2.022 -12.237 28.864
As -4.873 -9.721 30.417
F -3.236 -9.716 30.997
F -5.352 -10.630 31.811
F -6.492 -9.830 29.790
F -4.402 -8.752 29.066
F -4.511 -11.240 29.586
F -5.255 -8.266 31.267
C -10.200 -9.293 36.839
O -9.909 -8.591 35.630
C -8.733 -8.935 35.086
O -7.897 -9.580 35.647
O -8.614 -8.276 33.945
C -7.391 -8.400 33.250
H -11.149 -8.895 37.189
H -9.419 -9.224 37.590
H -10.383 -10.339 36.591
H -7.479 -7.949 32.266
H -7.141 -9.432 32.989
H -6.520 -8.048 33.801
C -9.537 -8.626 27.926
O -10.907 -8.259 27.955
C -11.777 -9.139 28.434
O -11.591 -10.263 28.807
O -12.988 -8.601 28.293
C -14.087 -9.484 28.479
H -8.991 -8.399 28.843
H -9.083 -7.984 27.172
H -9.400 -9.683 27.707
H -13.912 -10.187 29.287
H -14.331 -9.977 27.538
H -14.958 -8.882 28.733
C 0.723 -14.787 32.505
O -0.242 -14.095 33.272
C -1.201 -13.410 32.679
O -1.252 -13.198 31.489
O -2.097 -13.091 33.572
C -3.322 -12.529 33.040
H 0.968 -14.259 31.582
H 0.454 -15.817 32.271
H 1.622 -14.800 33.119
H -3.173 -11.529 32.651
H -4.000 -12.516 33.889
H -3.753 -13.236 32.333
C -5.126 -15.093 37.427
O -5.863 -13.965 36.999
C -6.266 -13.876 35.736
O -6.311 -14.777 34.940
O -6.637 -12.625 35.530
C -6.971 -12.253 34.200
H -5.573 -15.565 38.305
H -4.216 -14.706 37.900
H -4.930 -15.757 36.592
H -8.038 -12.420 34.079
H -6.427 -12.780 33.414
H -6.799 -11.202 34.005
C -11.699 -12.046 34.732
O -10.465 -11.760 34.098
C -10.550 -11.523 32.792
O -11.528 -11.701 32.128
O -9.359 -11.167 32.349
C -9.155 -11.010 30.967
H -11.492 -12.154 35.794
H -12.129 -12.980 34.376
H -12.408 -11.229 34.607
H -9.350 -9.981 30.652
H -9.910 -11.561 30.401
H -8.204 -11.203 30.480
C -4.175 -14.605 24.670
O -4.786 -13.322 24.715
C -4.515 -12.486 25.694
O -3.679 -12.660 26.554
O -5.331 -11.461 25.631
C -5.089 -10.362 26.514
H -4.683 -15.264 25.367
H -3.093 -14.590 24.826
H -4.235 -14.942 23.636
H -5.771 -9.563 26.245
H -4.057 -10.022 26.552
H -5.360 -10.703 27.511
C -2.115 -6.734 31.590
O -1.292 -5.723 31.008
C -0.382 -6.062 30.103
O -0.227 -7.151 29.647
O 0.344 -5.023 29.703
C 0.044 -3.693 30.138
H -1.586 -7.292 32.364
H -2.405 -7.489 30.862
H -2.989 -6.213 31.962
H -0.691 -3.288 29.440
H 0.947 -3.090 30.175
H -0.355 -3.694 31.152
C 0.180 -4.429 25.939
O -1.127 -4.688 25.479
C -1.716 -5.800 25.863
O -1.257 -6.619 26.619
O -2.865 -5.917 25.198
C -3.780 -6.914 25.608
H 0.161 -4.275 27.022
H 0.613 -3.547 25.488
H 0.769 -5.335 25.800
H -3.594 -7.412 26.560
H -3.907 -7.664 24.828
H -4.737 -6.402 25.747
C -11.558 -5.028 28.158
O -10.339 -5.456 28.742
C -9.205 -4.968 28.281
O -9.079 -4.100 27.446
O -8.197 -5.552 28.925
C -6.898 -5.215 28.459
H -11.596 -5.420 27.140
H -11.522 -3.939 28.089
H -12.465 -5.318 28.673
H -6.270 -6.091 28.554
H -6.439 -4.527 29.180
H -6.860 -4.748 27.481
*
```

---

[3]
C27H54Cl2InN3O4Si2 | the ωB97M-V functional and the def2-TZVPD basis

Output
Energy = -87508.343 eV
LUMO level = -0.1 eV
Highest occupied orbital energy = -3.501 eV
Energy relative to the best compared isomer or geometry (same formula, charge and spin) = 145.4 kcal/mol

Structure (ORCA input):
```
! RIJCOSX wB97M-V def2-TZVPD def2/J DEFGRID3
* xyz 0 1
C -1.329 -0.468 -5.454
C -0.538 -1.229 -4.424
H -0.721 -0.256 -6.340
H -1.713 0.484 -5.071
H -2.182 -1.071 -5.795
C 0.188 -2.367 -4.797
C 0.336 -2.864 -6.162
H 0.688 -2.957 -4.035
H 1.030 -2.226 -6.715
H -0.578 -2.955 -6.764
H 0.802 -3.853 -6.115
In -0.601 1.451 1.282
Cl -1.846 3.554 1.900
C 0.102 -1.888 2.063
O 0.408 -0.662 2.020
N 0.799 -2.792 2.764
C 2.035 -2.438 3.459
C 0.362 -4.178 2.913
H -0.782 -2.304 1.538
H 2.195 -1.358 3.406
H 2.891 -2.971 3.014
H 1.954 -2.765 4.506
H -0.709 -4.265 2.708
H 0.567 -4.503 3.942
H 0.907 -4.849 2.233
H 1.373 2.650 5.503
H 0.426 5.139 5.414
C 2.052 3.054 4.736
C 0.968 5.295 4.472
N 1.350 4.013 3.884
H 2.437 2.243 4.113
C 0.922 3.663 2.684
O 1.008 2.455 2.259
H 0.328 5.816 3.756
H 0.472 4.452 2.061
H 2.876 3.565 5.244
H 1.851 5.908 4.693
H 1.956 1.242 -2.923
H 3.446 -2.010 -3.108
C 2.942 0.821 -2.692
C 3.733 -1.460 -2.197
N 2.777 -0.394 -1.912
H 3.566 1.551 -2.155
C 1.993 -0.389 -0.799
O 1.292 0.578 -0.458
H 3.795 -2.146 -1.346
H 2.034 -1.329 -0.213
H 3.446 0.549 -3.622
H 4.718 -1.010 -2.380
O 0.062 -0.294 -3.403
C -1.012 -1.076 -2.962
C 0.490 -2.770 -1.809
C -0.774 -2.194 -2.029
H 1.359 -2.352 -2.330
C 0.609 -3.914 -1.020
H -1.938 -0.503 -2.824
C -1.923 -2.833 -1.517
H 1.594 -4.374 -0.887
C -0.535 -4.492 -0.460
C -1.808 -3.970 -0.728
H -2.899 -2.421 -1.795
H -0.439 -5.394 0.144
H -2.720 -4.451 -0.354
Si 0.265 3.095 -2.209
Cl -1.243 1.529 -1.081
C 1.827 3.377 -1.196
C -0.690 4.630 -1.670
C 0.222 2.839 -4.032
H 2.153 2.477 -0.662
H 1.628 4.151 -0.440
H 2.655 3.746 -1.822
H 1.023 2.196 -4.412
H 0.362 3.823 -4.511
H -0.751 2.439 -4.346
H -0.388 4.921 -0.654
H -1.773 4.480 -1.700
H -0.443 5.478 -2.324
C -4.421 1.179 3.524
Si -3.069 -0.064 3.153
C -1.675 -0.013 4.420
C -3.772 -1.821 3.202
C -2.451 0.253 1.432
H -5.194 0.723 4.162
H -4.894 1.513 2.586
H -4.013 2.060 4.040
H -1.978 0.596 5.284
H -1.463 -1.034 4.769
H -0.740 0.403 4.012
H -4.534 -1.968 2.422
H -2.986 -2.576 3.041
H -4.246 -2.041 4.172
H -3.216 0.801 0.851
H -2.284 -0.679 0.874
*
```

---

[4]
C27H54ClN6O4S | the ωB97M-V functional and the def2-TZVPD basis

Output
⟨S²⟩ = 2.0083
Energy = -69351.449 eV
LUMO level (spin up / spin down) = -3.6 / -3.6 eV
Highest occupied orbital energy (spin up / spin down) = -10.231 / -11.449 eV

Structure (ORCA input):
```
! RIJCOSX wB97M-V def2-TZVPD def2/J DEFGRID3
* xyz 1 3
C -3.965 3.109 0.404
C -3.043 2.110 -0.317
C -3.401 0.669 0.068
C -4.444 -0.019 -0.832
N -2.198 -0.184 0.266
N -2.084 -0.932 1.308
N -0.945 -1.571 1.266
C -0.328 -1.220 0.140
C 1.019 -1.700 -0.263
C 1.050 -3.137 -0.853
C 1.406 -4.178 0.198
Cl -0.530 -3.531 -1.598
N -1.116 -0.344 -0.520
C -0.860 0.326 -1.787
S -1.965 -0.027 -3.185
O -1.222 0.433 -4.310
O -2.489 -1.343 -3.057
H -4.890 2.627 0.723
H -3.446 3.513 1.272
H -4.242 3.930 -0.253
H -2.001 2.331 -0.074
H -3.150 2.251 -1.397
H -3.800 0.696 1.080
H -5.334 -0.248 -0.249
H -4.082 -0.967 -1.227
H -4.747 0.632 -1.651
H 1.470 -1.009 -0.975
H 1.631 -1.701 0.639
H 1.779 -3.141 -1.662
H 1.041 -5.160 -0.089
H 2.491 -4.228 0.307
H 0.986 -3.916 1.170
H 0.116 -0.005 -2.139
H -0.839 1.405 -1.646
H -2.953 0.868 -2.956
C 2.928 -1.027 -6.223
C 3.417 -1.381 -4.799
C 4.637 -0.542 -4.384
C 5.956 -0.979 -5.011
C 6.188 -2.470 -4.788
C 5.035 -3.329 -5.311
N 3.753 -2.841 -4.688
O 3.576 -3.298 -3.505
C 4.998 -3.277 -6.843
C 5.229 -4.788 -4.918
C 2.268 -1.071 -3.839
H 3.005 -1.863 -6.908
H 1.874 -0.749 -6.203
H 3.484 -0.190 -6.646
H 4.740 -0.597 -3.295
H 4.424 0.502 -4.626
H 5.977 -0.738 -6.077
H 6.770 -0.413 -4.556
H 7.107 -2.797 -5.278
H 6.313 -2.658 -3.717
H 4.133 -3.817 -7.229
H 5.896 -3.765 -7.221
H 4.986 -2.270 -7.250
H 5.370 -4.905 -3.847
H 6.115 -5.169 -5.426
H 4.372 -5.390 -5.220
H 1.415 -1.727 -4.026
H 1.959 -0.037 -4.009
H 2.578 -1.182 -2.799
C -0.650 2.990 6.934
C -1.646 3.622 5.932
C -2.867 4.230 6.642
C -3.897 3.217 7.131
C -4.308 2.283 5.998
C -3.112 1.572 5.363
N -2.111 2.608 4.923
O -2.423 3.134 3.796
C -2.519 0.562 6.352
C -3.551 0.782 4.135
C -0.909 4.738 5.199
H -0.535 1.921 6.794
H 0.341 3.421 6.799
H -0.951 3.163 7.968
H -3.360 4.917 5.948
H -2.500 4.835 7.473
H -3.511 2.649 7.981
H -4.775 3.751 7.496
H -5.009 1.525 6.355
H -4.828 2.862 5.228
H -1.617 0.102 5.947
H -3.254 -0.226 6.520
H -2.282 0.989 7.322
H -4.083 1.413 3.425
H -4.218 -0.019 4.454
H -2.692 0.334 3.633
H -0.096 4.335 4.593
H -0.484 5.408 5.947
H -1.568 5.312 4.553
*
```

---

[5]
C27H54HgN3O3 | the ωB97M-V functional and the def2-TZVPD basis

Output
Energy = -43656.243 eV
LUMO level = 2.7 eV
Highest occupied orbital energy = -2.471 eV
Energy relative to the best compared isomer or geometry (same formula, charge and spin) = 40.5 kcal/mol

Structure (ORCA input):
```
! RIJCOSX wB97M-V def2-TZVPD def2/J DEFGRID3
* xyz -1 1
Hg 12.878 -14.561 30.436
C 11.327 -18.523 28.849
C 11.643 -17.475 29.932
C 11.520 -18.232 31.255
C 12.669 -19.140 31.601
C 13.930 -18.285 31.674
C 14.191 -17.579 30.322
N 12.990 -16.875 29.872
O 13.175 -16.123 28.666
C 14.706 -18.645 29.319
C 15.319 -16.574 30.694
C 10.512 -16.442 29.808
H 12.079 -19.305 28.736
H 11.291 -18.031 27.872
H 10.336 -18.972 28.919
H 10.576 -18.789 31.225
H 11.378 -17.676 32.190
H 12.814 -19.907 30.835
H 12.485 -19.661 32.542
H 14.676 -19.070 31.844
H 13.919 -17.636 32.550
H 14.379 -19.663 29.532
H 15.796 -18.623 29.281
H 14.397 -18.406 28.299
H 15.041 -16.027 31.595
H 15.430 -15.828 29.898
H 16.285 -17.074 30.733
H 10.482 -15.643 30.560
H 9.521 -16.884 29.696
H 10.610 -15.837 28.901
C 13.674 -10.764 27.692
C 14.590 -11.862 27.058
C 15.607 -11.162 26.124
C 16.653 -10.350 26.923
C 17.321 -11.185 27.952
C 16.468 -12.136 28.841
N 15.312 -12.673 28.076
O 14.371 -13.299 28.920
C 16.065 -11.217 29.998
C 17.330 -13.266 29.374
C 13.791 -12.733 26.111
H 14.242 -10.074 28.312
H 12.844 -11.145 28.281
H 13.240 -10.163 26.884
H 15.141 -10.450 25.437
H 16.062 -11.925 25.488
H 16.125 -9.523 27.411
H 17.323 -9.881 26.199
H 17.909 -10.547 28.620
H 18.097 -11.771 27.440
H 15.632 -10.267 29.681
H 16.956 -11.001 30.595
H 15.319 -11.618 30.690
H 17.965 -13.764 28.642
H 16.750 -14.062 29.850
H 17.886 -12.927 30.254
H 13.048 -13.375 26.588
H 14.450 -13.353 25.504
H 13.194 -12.066 25.481
C 11.165 -12.952 34.671
C 10.888 -13.743 33.393
C 9.329 -13.863 33.287
C 8.737 -12.503 32.926
C 9.371 -11.994 31.631
C 10.950 -12.006 31.613
N 11.499 -13.236 32.177
O 12.941 -13.224 32.254
C 11.412 -10.625 32.131
C 11.279 -12.002 30.122
C 11.380 -15.179 33.666
H 11.067 -13.500 35.610
H 10.674 -11.980 34.701
H 12.246 -12.767 34.737
H 8.967 -14.005 34.306
H 9.079 -14.608 32.534
H 8.861 -11.676 33.635
H 7.646 -12.500 32.831
H 8.920 -11.030 31.393
H 9.097 -12.727 30.865
H 10.952 -10.366 33.089
H 11.224 -9.858 31.385
H 12.476 -10.648 32.382
H 12.372 -11.982 30.025
H 10.933 -11.117 29.589
H 10.956 -12.917 29.614
H 11.140 -15.637 34.626
H 12.428 -15.405 33.456
H 10.918 -15.864 32.943
*
```

---

Question: Which of these has the highest energy?
Answer: C27H53NO4